Formula: C12H10O5
Source: the Open Molecules 2025 dataset
Level of theory: ωB97M-V/def2-TZVPD

## Properties
total energy = -839.48578 hartree
frontier orbital gap = 8.933 eV
highest occupied orbital energy = -8.5 eV
total charge = 0

Element x y z (Å)
C -3.330 -2.411 0.042
C -1.983 -1.751 -0.143
O -0.989 -2.381 -0.430
C -1.959 -0.301 0.051
C -2.990 0.545 0.363
O -2.600 1.822 0.468
C -1.262 1.846 0.222
C -0.408 2.939 0.220
C 0.919 2.695 -0.054
C 1.399 1.400 -0.323
O 2.737 1.336 -0.590
C 3.318 0.074 -0.768
C 3.265 -0.788 0.488
O 2.960 -0.410 1.582
O 3.628 -2.044 0.212
C 0.543 0.313 -0.329
C -0.798 0.548 -0.048
H -3.235 -3.481 -0.123
H -3.695 -2.231 1.050
H -4.045 -1.997 -0.664
H -4.032 0.352 0.532
H -0.769 3.932 0.430
H 1.634 3.501 -0.065
H 2.869 -0.480 -1.603
H 4.370 0.263 -1.004
H 3.589 -2.595 1.010
H 0.862 -0.696 -0.526